{
  "formula": "C4H7NO",
  "method": "ωB97M-V with the def2-TZVPD basis set",
  "relative_energy_kcal_mol": 58.81,
  "smiles": "CN1C[C@H]1C=O",
  "e_tot_ha": -286.53793,
  "gap_ev": 10.3,
  "elements": ["C", "N", "C", "C", "C", "O", "H", "H", "H", "H", "H", "H", "H"],
  "positions_angstrom": [[-0.12420, -1.49652, -0.85966], [-0.77823, -0.26182, -0.45958], [-0.94458, 0.18613, 0.88198], [-0.15837, 1.00077, -0.10970], [1.26530, 1.23764, 0.28618], [1.80636, 2.30143, 0.09190], [-0.65458, -2.33913, -0.40284], [0.93944, -1.58495, -0.60355], [-0.24307, -1.59461, -1.94422], [-1.93873, 0.52038, 1.16995], [-0.36573, -0.28700, 1.68273], [-0.58855, 1.87744, -0.59632], [1.78495, 0.44023, 0.86313]],
  "nbo_charge": [-0.4138, -0.3895, -0.2182, -0.1841, 0.4100, -0.5138, 0.2060, 0.1777, 0.2095, 0.2062, 0.1842, 0.2178, 0.1080]
}

***

{
  "formula": "C4H7NO",
  "method": "ωB97M-V with the def2-TZVPD basis set",
  "relative_energy_kcal_mol": 98.86,
  "e_tot_ha": -286.47411,
  "gap_ev": 7.5,
  "elements": ["C", "C", "C", "N", "C", "O", "H", "H", "H", "H", "H", "H", "H"],
  "positions_angstrom": [[-0.07833, -0.63751, 1.45569], [0.26367, -0.01702, 0.11633], [1.55501, -0.11592, -0.39903], [-0.61262, -0.43807, -1.01322], [-1.34890, 0.62175, -1.34998], [-1.19098, 1.79278, -0.94780], [-1.09091, -0.34447, 1.74510], [0.61781, -0.30530, 2.23314], [-0.04910, -1.72895, 1.38503], [-0.00994, 1.12295, 0.08239], [1.76805, 0.34836, -1.35758], [2.36292, -0.68058, 0.07106], [-2.18666, 0.38199, -2.02112]],
  "nbo_charge": [-0.6075, -0.2757, 0.0305, -0.5330, 0.4380, -0.6340, 0.2315, 0.2115, 0.2230, 0.3594, 0.2069, 0.1889, 0.1605]
}

***

{
  "formula": "C4H7NO",
  "method": "ωB97M-V with the def2-TZVPD basis set",
  "relative_energy_kcal_mol": 114.80,
  "e_tot_ha": -286.44871,
  "gap_ev": 9.6,
  "elements": ["C", "C", "O", "C", "C", "N", "H", "H", "H", "H", "H", "H", "H"],
  "positions_angstrom": [[-1.17457, 0.10840, 1.15612], [-1.08946, -0.90461, 0.15313], [-0.36911, -1.90721, 0.20579], [0.12804, 0.62974, -0.42548], [1.58363, 0.52094, -0.23021], [0.92792, -0.10255, -1.36392], [-1.72693, -0.63592, -0.70992], [-1.85739, 0.95831, 1.05456], [-1.02345, -0.21609, 2.20556], [-0.43254, 1.44654, -0.86004], [1.90782, -0.14828, 0.56357], [2.22320, 1.37608, -0.43601], [0.90284, -1.12535, -1.31314]],
  "nbo_charge": [-0.3543, 0.2814, -0.6805, 0.0026, -0.2719, -0.5718, 0.1283, 0.2088, 0.2289, 0.2116, 0.2124, 0.2002, 0.4043]
}

***

{
  "formula": "C4H7NO",
  "method": "ωB97M-V with the def2-TZVPD basis set",
  "relative_energy_kcal_mol": 129.01,
  "e_tot_ha": -286.42606,
  "gap_ev": 9.8,
  "elements": ["O", "C", "C", "C", "N", "C", "H", "H", "H", "H", "H", "H", "H"],
  "positions_angstrom": [[-1.79914, 0.66215, -0.61497], [-0.45520, 0.90682, -0.32982], [0.09190, 0.65246, 1.10091], [1.25256, -0.21497, 0.54555], [0.11504, -1.42877, -0.27241], [0.56099, -0.12831, -0.80277], [-1.93452, -0.28260, -0.44648], [-0.22445, 1.91400, -0.68674], [-0.59807, 0.15523, 1.78948], [0.50119, 1.53799, 1.59920], [0.79282, -1.49147, 0.69659], [0.66137, -2.11986, -0.79585], [1.03550, -0.16267, -1.78269]],
  "nbo_charge": [-0.6993, 0.0884, -0.5202, -0.0929, -0.6771, -0.1736, 0.4766, 0.1871, 0.2265, 0.2379, 0.3598, 0.3814, 0.2055]
}

***

{
  "formula": "C4H7NO",
  "method": "ωB97M-V with the def2-TZVPD basis set",
  "relative_energy_kcal_mol": 137.31,
  "e_tot_ha": -286.41283,
  "gap_ev": 9.0,
  "elements": ["O", "C", "C", "C", "N", "C", "H", "H", "H", "H", "H", "H", "H"],
  "positions_angstrom": [[2.11804, -0.18773, 1.18677], [0.74272, 0.40882, -0.80648], [0.07864, -0.96712, -0.88327], [-1.13410, -0.19676, -0.44317], [-0.96456, 0.13905, 0.94400], [-0.27474, 1.03372, -0.01826], [1.21052, -0.10637, 1.52116], [2.15183, 0.31602, 0.34570], [0.37744, -1.79564, -0.23689], [0.09808, -1.25774, -1.93523], [-2.10647, -0.12406, -0.92212], [-1.78671, 0.64542, 1.27489], [-0.51069, 2.09241, -0.02710]],
  "nbo_charge": [-0.9209, 0.0127, -0.5361, 0.0153, -0.5947, -0.2254, 0.4783, 0.4675, 0.2478, 0.2352, 0.2265, 0.3694, 0.2245]
}

***

{
  "formula": "C4H7NO",
  "method": "ωB97M-V with the def2-TZVPD basis set",
  "relative_energy_kcal_mol": 26.90,
  "smiles": "CC[C@H](O)C#N",
  "e_tot_ha": -286.58877,
  "gap_ev": 12.0,
  "elements": ["C", "C", "C", "C", "H", "H", "H", "H", "H", "H", "H", "N", "O"],
  "positions_angstrom": [[-1.67640, -0.27662, 0.07772], [-0.21231, -0.59527, -0.23914], [0.74740, 0.38877, 0.41414], [2.13768, -0.08111, 0.17751], [-1.86965, -0.39705, 1.16940], [-1.91200, 0.77086, -0.18688], [-2.38751, -0.92719, -0.46585], [0.05329, -1.62219, 0.08860], [-0.02806, -0.58850, -1.30945], [0.61002, 0.45184, 1.50164], [0.78064, 1.70789, -1.04882], [3.17632, -0.51749, -0.09334], [0.58059, 1.68606, -0.08554]],
  "nbo_charge": [-0.6161, -0.4110, 0.0078, 0.2478, 0.2076, 0.2210, 0.2206, 0.2201, 0.2065, 0.2204, 0.4758, -0.3123, -0.6882]
}

***

{
  "formula": "C4H7NO",
  "method": "ωB97M-V with the def2-TZVPD basis set",
  "relative_energy_kcal_mol": 70.11,
  "e_tot_ha": -286.51991,
  "gap_ev": [7.9, 7.9],
  "elements": ["C", "N", "C", "C", "C", "O", "H", "H", "H", "H", "H", "H", "H"],
  "positions_angstrom": [[1.61422, 0.37106, -0.31808], [0.23902, 0.31294, 0.19697], [-0.56728, 1.34013, 0.06312], [-0.26819, -0.87882, 0.64024], [-1.49915, -1.30528, 0.04831], [-2.14179, -2.30771, 0.31388], [2.08754, 1.31873, -0.05224], [1.58432, 0.25924, -1.40591], [2.16961, -0.46958, 0.10014], [-1.46838, 1.36049, 0.65925], [-0.33559, 2.13300, -0.63766], [0.36189, -1.52792, 1.23597], [-1.78970, -0.63158, -0.80377]],
  "nbo_charge": [-0.4154, -0.2352, -0.1696, -0.2801, 0.3265, -0.5949, 0.2111, 0.2217, 0.2286, 0.2167, 0.1916, 0.2097, 0.0893]
}

***

{
  "formula": "C4H7NO",
  "method": "ωB97M-V with the def2-TZVPD basis set",
  "relative_energy_kcal_mol": 45.16,
  "smiles": "CC(=O)[C@H]1CN1",
  "e_tot_ha": -286.55968,
  "gap_ev": 10.6,
  "elements": ["C", "C", "O", "C", "C", "N", "H", "H", "H", "H", "H", "H", "H"],
  "positions_angstrom": [[-0.59651, 1.94105, -0.01138], [-0.60232, 0.43147, 0.13112], [-1.58277, -0.14135, 0.56501], [0.63949, -0.33143, -0.21437], [0.69882, -1.68570, 0.47630], [0.66067, -1.58962, -0.95460], [-1.25833, 2.20601, -0.84278], [0.38819, 2.37410, -0.20336], [-1.01745, 2.38470, 0.89451], [1.51284, 0.28307, -0.45187], [-0.21189, -2.06445, 0.94998], [1.61946, -1.95962, 0.97725], [-0.25019, -1.84822, -1.31581]],
  "nbo_charge": [-0.7174, 0.5707, -0.5579, -0.2196, -0.2153, -0.5541, 0.2452, 0.2174, 0.2427, 0.2097, 0.2207, 0.1960, 0.3618]
}

***

{
  "formula": "C4H7NO",
  "method": "ωB97M-V with the def2-TZVPD basis set",
  "relative_energy_kcal_mol": 152.78,
  "smiles": "N[C@]12C[C@H]1[C@@H]2O",
  "e_tot_ha": -286.38817,
  "gap_ev": 8.3,
  "elements": ["C", "N", "C", "C", "C", "O", "H", "H", "H", "H", "H", "H", "H"],
  "positions_angstrom": [[-0.38757, -0.15903, 0.33883], [-0.50788, -1.59024, 0.09627], [1.01541, 0.45427, 0.14863], [-0.13996, 0.88466, -0.69749], [-1.58738, 0.64103, 0.01036], [1.96674, -0.39233, -0.50867], [2.71556, -0.57951, 0.08174], [0.16771, -1.84976, -0.62472], [-0.24333, -2.10825, 0.93022], [1.38226, 1.11859, 0.92725], [-0.12243, 1.96333, -0.81778], [-2.37522, 0.20129, -0.58960], [-1.88391, 1.41595, 0.70496]],
  "nbo_charge": [0.2189, -0.8538, 0.0941, -0.6094, -0.2971, -0.7112, 0.4806, 0.3857, 0.3679, 0.1809, 0.3112, 0.2317, 0.2005]
}

***

{
  "formula": "C4H7NO",
  "method": "ωB97M-V with the def2-TZVPD basis set",
  "relative_energy_kcal_mol": 19.73,
  "smiles": "NC(=O)C1CC1",
  "e_tot_ha": -286.60020,
  "gap_ev": 10.7,
  "elements": ["N", "C", "O", "C", "C", "C", "H", "H", "H", "H", "H", "H", "H"],
  "positions_angstrom": [[1.87255, -0.20741, -0.51431], [1.14531, 0.31491, 0.52169], [1.61763, 1.11957, 1.30435], [-0.28185, -0.15910, 0.63140], [-1.10205, -0.58722, -0.55507], [-1.38288, 0.72385, 0.12046], [1.57062, -1.05868, -0.96063], [2.86210, -0.00278, -0.50031], [-0.46694, -0.65081, 1.58287], [-0.63743, -0.54579, -1.53724], [-1.81729, -1.39567, -0.42741], [-2.27817, 0.81104, 0.72772], [-1.10161, 1.63808, -0.39350]],
  "nbo_charge": [-0.8269, 0.6733, -0.6030, -0.3374, -0.4264, -0.3909, 0.3936, 0.4013, 0.2403, 0.2148, 0.2200, 0.2190, 0.2224]
}

***

{
  "formula": "C4H7NO",
  "method": "ωB97M-V with the def2-TZVPD basis set",
  "relative_energy_kcal_mol": 73.16,
  "e_tot_ha": -286.51506,
  "gap_ev": [7.3, 7.8],
  "elements": ["O", "C", "C", "C", "C", "N", "H", "H", "H", "H", "H", "H", "H"],
  "positions_angstrom": [[-0.81700, -1.79808, 1.27792], [-0.74715, -0.52972, 0.70995], [0.50144, 0.30345, 0.93702], [0.64883, 1.10588, -0.38781], [-0.18387, 0.31381, -1.35991], [-0.93251, -0.51161, -0.64391], [0.44997, 0.96476, 1.80753], [1.35483, -0.38111, 1.10371], [0.18670, 2.09579, -0.25518], [1.68438, 1.26913, -0.71039], [-0.44418, 0.58211, -2.37721], [-0.05383, -2.30553, 0.94226], [-1.64762, -1.10889, -1.04397]],
  "nbo_charge": [-0.7143, 0.2394, -0.4615, -0.4515, -0.0772, -0.4397, 0.2256, 0.1843, 0.2090, 0.2207, 0.2001, 0.4450, 0.4203]
}

***

{
  "formula": "C4H7NO",
  "method": "ωB97M-V with the def2-TZVPD basis set",
  "relative_energy_kcal_mol": 124.19,
  "smiles": "C1OC[C@@H]2N[C@@H]12",
  "e_tot_ha": -286.43373,
  "gap_ev": 9.7,
  "elements": ["C", "C", "C", "C", "H", "H", "H", "H", "H", "H", "H", "N", "O"],
  "positions_angstrom": [[0.62054, 1.18141, 0.25295], [0.74407, -1.15318, -0.10449], [-0.63293, -0.69872, 0.35100], [-0.60238, 0.61972, -0.41975], [0.89431, 2.02610, -0.42079], [0.53162, 1.34918, 1.37365], [0.87553, -1.57675, -1.16077], [1.16727, -1.87577, 0.58632], [-0.50275, -0.63747, 1.41351], [-2.30547, 0.29198, 0.67277], [-0.34869, 0.34961, -1.47766], [-1.85380, -0.05518, -0.13869], [1.48612, 0.09549, -0.06181]],
  "nbo_charge": [-0.0993, -0.0886, -0.1397, -0.1134, 0.2087, 0.1878, 0.1907, 0.1951, 0.1706, 0.3631, 0.1906, -0.5087, -0.5569]
}

***

{
  "formula": "C4H7NO",
  "method": "ωB97M-V with the def2-TZVPD basis set",
  "relative_energy_kcal_mol": 58.05,
  "smiles": "O=CCN1CC1",
  "e_tot_ha": -286.53913,
  "gap_ev": 10.5,
  "elements": ["O", "C", "C", "N", "C", "C", "H", "H", "H", "H", "H", "H", "H"],
  "positions_angstrom": [[-2.90667, -0.02621, 1.39385], [-1.73540, -0.27950, 1.25944], [-0.75725, 0.53311, 0.42725], [0.14646, -0.41665, -0.19805], [0.85690, -0.09432, -1.41326], [1.58118, -0.25827, -0.12396], [-1.27162, -1.17146, 1.72821], [-0.24500, 1.25046, 1.09156], [-1.33140, 1.10813, -0.30672], [0.79081, 0.91573, -1.82009], [0.85311, -0.88476, -2.16067], [2.13936, -1.16519, 0.09739], [1.98307, 0.64770, 0.33469]],
  "nbo_charge": [-0.5149, 0.4512, -0.3380, -0.4188, -0.2449, -0.2472, 0.1089, 0.2031, 0.2182, 0.1897, 0.2031, 0.2025, 0.1872]
}

***

{
  "formula": "C4H7NO",
  "method": "ωB97M-V with the def2-TZVPD basis set",
  "relative_energy_kcal_mol": 101.10,
  "e_tot_ha": -286.47053,
  "gap_ev": 9.0,
  "elements": ["C", "C", "N", "C", "C", "O", "H", "H", "H", "H", "H", "H", "H"],
  "positions_angstrom": [[-1.65523, -0.09598, -0.30423], [-0.32952, -0.10283, 0.41873], [0.74386, -0.96338, -0.14877], [1.68102, 0.33870, -0.18768], [0.60191, 1.12789, 0.32798], [0.39980, 2.29457, 0.60337], [-2.18378, -1.04819, -0.19721], [-1.51662, 0.11017, -1.37039], [-2.27954, 0.69863, 0.11498], [-0.43623, -0.37311, 1.47526], [1.08335, -1.77228, 0.36312], [1.15137, -0.47920, -1.12053], [2.73961, 0.26500, 0.02538]],
  "nbo_charge": [-0.6195, -0.1403, -0.6482, -0.4746, 0.4923, -0.5894, 0.2137, 0.2177, 0.2364, 0.2208, 0.4013, 0.4624, 0.2273]
}

***

{
  "formula": "C4H7NO",
  "method": "ωB97M-V with the def2-TZVPD basis set",
  "relative_energy_kcal_mol": 48.13,
  "smiles": "CC/C=N\\C=O",
  "e_tot_ha": -286.55495,
  "gap_ev": 10.1,
  "elements": ["C", "C", "C", "O", "C", "N", "H", "H", "H", "H", "H", "H", "H"],
  "positions_angstrom": [[-1.58073, -0.25630, 0.44294], [0.14414, -0.05971, -0.89141], [-0.46788, 0.82093, 0.11433], [2.33322, 0.78066, 0.38985], [2.18425, -0.36966, 0.03234], [1.15624, -0.83249, -0.77901], [-1.52380, -1.20381, -0.12769], [-2.56447, 0.15119, 0.24338], [-1.44146, -0.55334, 1.47768], [-0.48293, -0.17010, -1.77635], [0.14036, 1.06428, 0.98896], [-0.85174, 1.75943, -0.31403], [2.95482, -1.13107, 0.19900]],
  "nbo_charge": [-0.6047, 0.2710, -0.4893, -0.5773, 0.5126, -0.5653, 0.2276, 0.2211, 0.2282, 0.1741, 0.2508, 0.2318, 0.1195]
}

***

{
  "formula": "C4H7NO",
  "method": "ωB97M-V with the def2-TZVPD basis set",
  "relative_energy_kcal_mol": 140.36,
  "smiles": "C1N[C@H]1[C@H]1CO1",
  "e_tot_ha": -286.40797,
  "gap_ev": 10.3,
  "elements": ["C", "N", "C", "C", "C", "O", "H", "H", "H", "H", "H", "H", "H"],
  "positions_angstrom": [[0.26341, 0.54647, 1.74714], [1.45535, 0.22994, 0.96392], [0.33650, 0.86767, 0.30001], [-0.52747, 0.08711, -0.63596], [-0.14818, -0.96146, -1.57741], [-0.70382, -1.31260, -0.34130], [-0.39436, -0.26941, 2.04168], [0.39526, 1.32838, 2.49207], [1.46698, -0.76166, 0.73292], [0.50679, 1.89784, -0.01216], [-1.46719, 0.57465, -0.91107], [-1.07519, -0.86449, -2.45674], [-0.04745, -1.48025, -2.50841]],
  "nbo_charge": [-0.2504, -0.5726, -0.1274, 0.0778, -0.2074, -0.4955, 0.2033, 0.1994, 0.3594, 0.2073, 0.1922, 0.1158, 0.2981]
}

***

{
  "formula": "C4H7NO",
  "method": "ωB97M-V with the def2-TZVPD basis set",
  "relative_energy_kcal_mol": 75.15,
  "smiles": "CC(=O)N1CC1",
  "e_tot_ha": -286.51189,
  "gap_ev": 10.1,
  "elements": ["C", "C", "O", "N", "C", "C", "H", "H", "H", "H", "H", "H", "H"],
  "positions_angstrom": [[-1.25156, -1.20759, -1.35576], [-0.14417, -0.62705, -0.48593], [0.93111, -1.19589, -0.52134], [-0.35250, 0.65705, 0.19756], [0.49098, 0.96151, 1.72729], [1.01198, 1.15188, 0.40807], [-0.92192, -1.22349, -2.40484], [-1.37492, -2.25871, -1.07252], [-2.20353, -0.68730, -1.30130], [0.50296, 0.02236, 2.25948], [0.45013, 1.84364, 2.39946], [1.70677, 0.39100, 0.08130], [1.15467, 2.17259, 0.06853]],
  "nbo_charge": [-0.7033, 0.6770, -0.5851, -0.4979, -0.1645, -0.3163, 0.2430, 0.2399, 0.2276, 0.2111, 0.2158, 0.2463, 0.2064]
}

***

{
  "formula": "C4H7NO",
  "method": "ωB97M-V with the def2-TZVPD basis set",
  "relative_energy_kcal_mol": 93.65,
  "e_tot_ha": -286.48241,
  "gap_ev": 8.1,
  "elements": ["C", "C", "C", "C", "O", "N", "H", "H", "H", "H", "H", "H", "H"],
  "positions_angstrom": [[0.34660, 1.12567, 1.19009], [-0.76200, 0.30475, -0.97614], [0.42497, -0.60436, -1.38404], [0.16151, -1.16826, -0.03342], [-0.04881, -2.25647, 0.43899], [-0.46238, 0.08407, 0.51860], [0.15086, 1.09928, 2.26621], [1.40832, 0.93605, 1.01256], [0.06384, 2.08564, 0.75185], [-1.73010, -0.17306, -1.15774], [0.27831, -1.35417, -2.16782], [1.36372, -0.06717, -1.55796], [-1.26577, -0.17205, 1.09426]],
  "nbo_charge": [-0.4093, -0.3799, -0.5315, 0.6620, -0.5613, -0.4583, 0.2082, 0.2145, 0.2324, 0.1679, 0.2287, 0.2122, 0.4145]
}

***

{
  "formula": "C4H7NO",
  "method": "ωB97M-V with the def2-TZVPD basis set",
  "relative_energy_kcal_mol": 150.98,
  "e_tot_ha": -286.39104,
  "gap_ev": 6.7,
  "elements": ["O", "C", "C", "N", "C", "C", "H", "H", "H", "H", "H", "H", "H"],
  "positions_angstrom": [[-1.54707, -0.88695, 0.90085], [-0.73467, -0.04579, 0.22690], [-0.84047, 1.33031, 0.50136], [1.21940, 0.57091, -1.09636], [1.70799, -0.42850, -0.25403], [0.27231, -0.44975, -0.72396], [-1.11526, -1.75006, 0.84147], [-1.63321, 0.72135, -0.43377], [-1.28967, 1.69480, 1.43338], [-0.28352, 2.03778, -0.11356], [2.01909, -0.22348, 0.78704], [2.23282, -1.31913, -0.65106], [-0.00774, -1.25149, -1.41825]],
  "nbo_charge": [-0.6460, 0.3056, -0.3922, -0.6848, -0.1826, -0.2597, 0.5032, 0.3243, 0.2415, 0.3018, 0.1483, 0.1504, 0.1903]
}